Arrangement one

Computed, not measured: a single C9H13NO molecule, with ωB97M-V/def2-TZVPD.

Structure (ORCA input):
```
! wB97M-V def2-TZVPD RIJCOSX def2/J DEFGRID3
* xyz 0 1
C -0.96 1.96 0.05
C -0.49 0.53 0.48
C -1.63 -0.02 1.41
C 0.96 0.42 1.02
N 2.00 0.65 1.92
C 2.92 -0.13 1.43
O 2.63 -0.87 0.34
C 1.38 -0.48 0.10
C 0.04 -0.46 -0.66
C -0.56 -1.88 -0.80
C 0.20 0.10 -2.04
H -1.97 2.21 -0.34
H -0.40 2.15 -0.90
H -0.96 2.53 0.97
H -2.51 -0.39 0.83
H -2.00 0.78 2.08
H -1.22 -0.89 1.95
H 3.81 -0.38 1.92
H -1.42 -1.87 -1.38
H -0.80 -2.32 0.17
H 0.34 -2.21 -1.39
H 0.36 -0.68 -2.70
H 0.99 0.73 -2.12
H -0.73 0.53 -2.32
*
```

Output
Gap between HOMO and LUMO in eV: 9.477
HOMO in eV: -8.70

These are the Mulliken partial charges, in e, on atoms 1 to 6: -1.65 1.42 -1.58 0.05 -0.67 -0.23

=====

Arrangement two

Computed, not measured: 2 unconnected molecules or ions with the total composition C9H13NO, with ωB97M-V/def2-TZVPD.

Structure (ORCA input):
```
! wB97M-V def2-TZVPD RIJCOSX def2/J DEFGRID3
* xyz 0 1
C -2.62 -1.14 0.35
N -3.47 -0.07 -0.31
C -4.77 0.03 0.12
C -5.72 1.00 -0.55
O -5.05 -0.67 1.02
H -3.44 -1.64 1.00
H -2.03 -1.82 -0.33
H -1.83 -0.71 1.14
H -2.98 0.80 -0.73
H -5.40 1.53 -1.47
H -6.26 1.72 0.26
H -6.57 0.30 -0.76
C 3.33 1.29 0.10
C 3.04 0.15 -0.64
C 3.73 -0.95 -0.71
C 4.98 -1.12 -0.14
C 5.48 0.00 0.52
C 4.61 1.03 0.74
H 2.61 2.14 0.40
H 2.10 0.01 -1.21
H 3.23 -1.82 -1.08
H 5.54 -2.11 0.01
H 6.46 0.07 0.91
H 5.04 1.98 1.35
*
```

Output
Gap between HOMO and LUMO in eV: 10.019
HOMO in eV: -9.34

These are the Mulliken partial charges, in e, on atoms 1 to 6: -0.73 -0.27 0.62 -0.89 -0.58 0.32

=====

Arrangement three

Computed, not measured: 2 unconnected molecules or ions with the total composition C9H13NO, with ωB97M-V/def2-TZVPD.

Structure (ORCA input):
```
! wB97M-V def2-TZVPD RIJCOSX def2/J DEFGRID3
* xyz 0 1
C 0.95 -1.11 -1.78
C 0.09 -1.51 -0.61
C 0.50 -2.53 0.24
C -0.23 -2.95 1.38
C -1.38 -2.21 1.64
C -1.62 -1.02 0.96
C -0.85 -0.60 -0.13
H 1.31 -0.08 -1.81
H 0.48 -1.45 -2.71
H 1.92 -1.62 -1.77
H 1.43 -3.03 0.03
H 0.35 -3.70 1.88
H -2.17 -2.38 2.36
H -2.31 -0.34 1.44
H -1.11 0.38 -0.49
C 1.39 2.41 -0.11
C 0.17 3.08 0.40
N -1.03 2.68 -0.20
O 0.08 3.90 1.28
H 1.89 1.87 0.68
H 2.01 3.13 -0.66
H 1.11 1.78 -0.95
H -1.90 3.14 -0.01
H -1.06 2.16 -1.07
*
```

Output
Gap between HOMO and LUMO in eV: 9.948
HOMO in eV: -9.19

These are the Mulliken partial charges, in e, on atoms 1 to 6: -1.25 0.53 -0.29 -0.58 -0.35 -0.61

=====

Which structure is most stable? arrangement three, by 0.0698 hartree over the runner-up.

=====

Arrangement one

Computed, not measured: a single C9H13NO molecule, with ωB97M-V/def2-TZVPD.

Structure (ORCA input):
```
! wB97M-V def2-TZVPD RIJCOSX def2/J DEFGRID3
* xyz 0 1
O -4.04 -0.90 0.77
C -3.92 -0.04 -0.33
C -2.67 0.84 -0.28
C -1.40 0.00 -0.27
N -0.23 0.84 -0.22
C 1.05 0.34 -0.08
C 1.35 -1.00 -0.30
C 2.66 -1.45 -0.20
C 3.68 -0.58 0.13
C 3.39 0.76 0.36
C 2.09 1.21 0.26
H -4.06 -0.37 1.58
H -4.81 0.60 -0.42
H -3.88 -0.69 -1.21
H -2.66 1.50 -1.15
H -2.70 1.46 0.62
H -1.43 -0.70 0.58
H -1.36 -0.60 -1.19
H -0.37 1.74 0.21
H 0.57 -1.70 -0.56
H 2.87 -2.49 -0.38
H 4.70 -0.93 0.21
H 4.18 1.45 0.62
H 1.86 2.26 0.44
*
```

Output
Gap between HOMO and LUMO in eV: 8.557
HOMO in eV: -7.73

These are the Mulliken partial charges, in e, on atoms 1 to 6: -0.50 -0.67 -0.67 -0.52 -0.19 0.69

=====

Arrangement two

Computed, not measured: a single C9H13NO molecule, with ωB97M-V/def2-TZVPD.

Structure (ORCA input):
```
! wB97M-V def2-TZVPD RIJCOSX def2/J DEFGRID3
* xyz 0 1
C 1.07 -1.41 1.14
C -0.07 -0.88 0.39
C -1.33 -1.70 0.59
C 0.31 -0.81 -1.35
N 0.74 -1.03 -2.67
C 0.84 0.11 -3.18
O 0.63 1.22 -2.30
C 0.24 0.53 -1.25
C -0.11 0.67 0.19
C -1.39 1.40 0.54
C 0.96 1.54 0.85
H 1.10 -0.73 2.09
H 2.10 -1.31 0.73
H 0.79 -2.43 1.45
H -2.32 -1.27 0.29
H -1.46 -1.80 1.65
H -1.41 -2.69 0.08
H 1.09 0.35 -4.18
H -1.57 1.52 1.65
H -2.40 1.10 0.18
H -1.38 2.55 0.36
H 0.96 1.44 1.89
H 0.71 2.52 0.49
H 1.91 1.11 0.37
*
```

Output
Gap between HOMO and LUMO in eV: 9.345
HOMO in eV: -8.58

These are the Mulliken partial charges, in e, on atoms 1 to 6: -1.58 1.66 -1.73 -0.09 -0.64 -0.28

=====

Arrangement three

Computed, not measured: 2 unconnected molecules or ions with the total composition C9H13NO, with ωB97M-V/def2-TZVPD.

Structure (ORCA input):
```
! wB97M-V def2-TZVPD RIJCOSX def2/J DEFGRID3
* xyz 0 1
C 1.39 -1.50 -1.05
N 0.06 -0.97 -0.70
C -1.03 -1.82 -0.73
C -2.40 -1.24 -0.47
O -0.94 -3.02 -1.04
H 1.32 -2.35 -1.83
H 1.94 -0.66 -1.49
H 1.86 -1.95 -0.10
H -0.08 0.14 -0.61
H -2.53 -0.15 -0.26
H -3.01 -1.77 0.22
H -2.93 -1.40 -1.41
C 1.79 1.07 1.24
C 0.60 0.87 1.97
C -0.60 1.31 1.49
C -0.75 1.96 0.24
C 0.49 2.28 -0.44
C 1.72 1.95 0.08
H 2.85 0.92 1.50
H 0.49 0.26 2.95
H -1.40 1.13 2.19
H -1.71 2.39 -0.08
H 0.42 2.86 -1.32
H 2.52 2.21 -0.56
*
```

Output
Gap between HOMO and LUMO in eV: 9.628
HOMO in eV: -9.09

These are the Mulliken partial charges, in e, on atoms 1 to 6: -0.98 0.03 0.65 -0.85 -0.67 0.34

=====

Which structure is most stable? arrangement one, by 0.0345 hartree over the runner-up.